# 1
This record from the OMol25 dataset describes a 3-piece molecular cluster, H2N2O overall at a distorted geometry. The level of theory is the ωB97M-V functional and the def2-TZVPD basis.

Positions of all 5 atoms, in Å:
N -0.68044 0.88237 -1.35600
N -0.14603 1.13918 -0.40607
O 0.02133 -0.30575 -1.08822
H 0.27353 -0.51620 1.78682
H 0.53161 -1.19961 1.06347

The spin multiplicity is 3. The calculation puts the LUMO energy (alpha / beta) at 0.81 / -2.49 eV. The calculation puts the energy above the lowest of the compared OMol25 structures with the same formula, charge and spin at 107.7 kcal/mol. Its gap between HOMO and LUMO (alpha / beta) is 0.339 / 0.354 Eh.

These are the Mulliken partial charges, in e, on atoms 1 to 4: 0.0973, -0.0348, -0.0814, 0.0751

***

# 2
This record from the OMol25 dataset describes a 2-piece molecular cluster, H2N2O2 overall at a distorted geometry. The level of theory is the ωB97M-V functional and the def2-TZVPD basis.

Positions of all 6 atoms, in Å:
N -2.10136 -0.02550 -0.25317
N -1.39504 -0.86218 0.07170
O 1.70813 -0.63154 -0.26299
O 0.72407 0.28263 -0.17867
H -1.89902 0.93631 -0.53474
H 1.91089 -0.90946 0.64923

The calculation puts the LUMO energy (alpha / beta) at -0.59 / 0.63 eV. The calculation puts the energy above the lowest of the compared OMol25 structures with the same formula, charge and spin at 94.4 kcal/mol. Its gap between HOMO and LUMO (alpha / beta) is 0.269 / 0.417 Eh.

These are the Mulliken partial charges, in e, on atoms 1 to 4: -0.0923, -0.0706, -0.2264, -0.2317

***

# 3
This record from the OMol25 dataset describes one molecule with the formula H2N2O2 at a distorted geometry. The level of theory is the ωB97M-V functional and the def2-TZVPD basis.

Positions of all 6 atoms, in Å:
N -0.72949 -0.00352 -0.13732
N 0.54720 -0.28104 -0.08955
O 1.05079 -1.33771 -0.08571
O 1.26472 1.09048 -0.08232
H -1.48946 -0.56061 0.35606
H -0.64376 1.09241 0.03883

Its SMILES is N[N+](=O)[O-]. The calculation puts the LUMO energy at -0.27 eV. The calculation puts the energy above the lowest of the compared OMol25 structures with the same formula, charge and spin at 76.3 kcal/mol. Its gap between HOMO and LUMO is 0.371 Eh.

These are the Mulliken partial charges, in e, on atoms 1 to 4: -0.4412, 0.8676, -0.4806, -0.6051

***

# 4
This record from the OMol25 dataset describes a 2-piece molecular cluster, H2N2O2 overall at a distorted geometry. The level of theory is the ωB97M-V functional and the def2-TZVPD basis.

Positions of all 6 atoms, in Å:
N -0.32232 0.08956 -0.64400
N 0.45231 -0.37762 0.37388
O 1.53229 0.11768 0.62927
O -0.12904 -1.27570 0.96340
H -0.21055 1.50792 -0.77177
H -1.32268 -0.06184 -0.55078

The calculation puts the LUMO energy at -0.50 eV. The calculation puts the energy above the lowest of the compared OMol25 structures with the same formula, charge and spin at 73.3 kcal/mol. Its gap between HOMO and LUMO is 0.395 Eh.

These are the Mulliken partial charges, in e, on atoms 1 to 4: -0.6312, 1.0939, -0.5507, -0.5599

***

# 5
This record from the OMol25 dataset describes a 2-piece molecular cluster, H2N2O2S overall at a distorted geometry. The level of theory is the ωB97M-V functional and the def2-TZVPD basis.

Positions of all 7 atoms, in Å:
N -0.35204 0.52017 0.16407
N -0.60516 -0.16314 -0.89488
O -1.02010 0.47050 -1.86549
O -0.49493 -1.37706 -0.82897
S 1.71570 -0.20257 1.08545
H -0.58495 1.55644 0.09695
H 1.34149 -0.80435 2.24287

The calculation puts the LUMO energy (alpha / beta) at -3.21 / -3.21 eV. The calculation puts the energy above the lowest of the compared OMol25 structures with the same formula, charge and spin at 98.0 kcal/mol. Its gap between HOMO and LUMO (alpha / beta) is 0.271 / 0.271 Eh.

These are the Mulliken partial charges, in e, on atoms 1 to 4: -0.5990, 1.1836, -0.5958, -0.5557

***

# 6
This record from the OMol25 dataset describes a 2-piece molecular cluster, H2N2O2S overall at a distorted geometry. The level of theory is the ωB97M-V functional and the def2-TZVPD basis.

Positions of all 7 atoms, in Å:
N -0.88978 -1.38070 -0.24841
N 1.12090 0.99758 0.30456
O 1.63530 0.07271 -0.22948
O 1.60616 2.00096 0.74097
S -0.64999 0.97578 0.49913
H -1.01175 -1.15736 -1.23338
H -1.81083 -1.50896 0.16662

The calculation puts the LUMO energy at -2.40 eV. The calculation puts the energy above the lowest of the compared OMol25 structures with the same formula, charge and spin at 86.3 kcal/mol. Its gap between HOMO and LUMO is 0.305 Eh.

These are the Mulliken partial charges, in e, on atoms 1 to 4: -0.5001, 0.9440, -0.4973, -0.5465

***

# 7
This record from the OMol25 dataset describes a 2-piece molecular cluster, H2N2O2S overall at a distorted geometry. The level of theory is the ωB97M-V functional and the def2-TZVPD basis.

Positions of all 7 atoms, in Å:
N -1.70441 -0.43597 0.26342
N 1.39946 0.47073 0.06921
O 0.60318 1.34181 0.12759
O 2.58790 0.42587 0.15883
S 0.68843 -1.17950 0.01407
H -2.10510 -1.06821 -0.56275
H -1.46946 0.44526 -0.07036

The calculation puts the LUMO energy (alpha / beta) at -2.42 / -2.42 eV. The calculation puts the energy above the lowest of the compared OMol25 structures with the same formula, charge and spin at 95.3 kcal/mol. Its gap between HOMO and LUMO (alpha / beta) is 0.298 / 0.298 Eh.

These are the Mulliken partial charges, in e, on atoms 1 to 4: -0.5131, 0.9665, -0.5652, -0.5331

***

# 8
This record from the OMol25 dataset describes one molecule with the formula H2N2O3 at a distorted geometry. The level of theory is the ωB97M-V functional and the def2-TZVPD basis.

Positions of all 7 atoms, in Å:
N -0.12327 -0.09260 -1.29154
O 0.65457 0.03299 -0.06189
N 0.15027 -0.17136 1.18031
O 0.90903 0.10370 2.03519
O -0.91505 -0.68574 1.21021
H 0.36509 0.48444 -2.01273
H -1.04064 0.32857 -1.05955

Its SMILES is NO[N+](=O)[O-]. The calculation puts the LUMO energy at 0.66 eV. The calculation puts the energy above the lowest of the compared OMol25 structures with the same formula, charge and spin at 27.1 kcal/mol. Its gap between HOMO and LUMO is 0.415 Eh.

These are the Mulliken partial charges, in e, on atoms 1 to 4: -0.4006, -0.1746, 1.1077, -0.5441